{
  "formula": "C6H12N2",
  "method": "wB97M-V/def2-TZVPD",
  "smiles": "C=C[C@@H](N)CC(=C)N",
  "homo_energy_ev": -8.21,
  "de_lowest_ev": 0.971,
  "multiplicity": 1,
  "e_lumo_ev": 1.02,
  "energy_ev": -9395.879,
  "symbols": ["N", "N", "C", "C", "C", "C", "C", "C", "H", "H", "H", "H", "H", "H", "H", "H", "H", "H", "H", "H"],
  "coordinates": [[-1.93616, 0.65063, -0.45365], [1.56448, -0.53837, 0.92003], [1.45565, 1.91330, -0.46080], [-1.34245, -0.40651, 0.22119], [-1.65101, -0.72730, 1.47754], [1.08445, -0.57088, -0.44732], [1.11257, 0.79544, -1.07361], [-0.34082, -1.18671, -0.58228], [-2.43400, 1.29767, 0.13976], [1.45600, 2.86247, -0.97043], [-0.30680, -2.21723, -0.22460], [-0.63400, -1.19455, -1.63303], [1.77316, -1.20831, -1.01933], [1.76926, 1.91435, 0.56747], [0.82674, 0.80550, -2.11916], [0.88103, -0.06742, 1.50609], [-1.34147, 1.11164, -1.12614], [-2.35155, -0.14758, 2.05365], [1.66278, -1.48316, 1.27354], [-1.24785, -1.60298, 1.95107]],
  "forces_ev_per_angstrom": [[-0.143, 0.087, -0.136], [0.187, 0.024, 0.046], [0.013, 0.109, -0.063], [-0.068, -0.200, -0.111], [-0.058, -0.033, 0.100], [-0.061, -0.107, 0.018], [0.165, -0.263, -0.040], [0.225, 0.144, 0.108], [0.061, 0.043, -0.088], [-0.036, 0.134, -0.148], [-0.003, 0.043, -0.039], [-0.053, -0.069, -0.059], [-0.131, 0.060, 0.031], [0.089, -0.055, 0.242], [-0.048, 0.113, -0.143], [0.014, -0.110, 0.028], [-0.089, 0.045, 0.116], [-0.161, 0.184, 0.102], [-0.022, 0.066, 0.033], [0.119, -0.214, 0.000]]
}